{
  "formula": "C28H54N11O15",
  "method": "ωB97M-V/def2-TZVPD",
  "symbols": ["C", "C", "C", "C", "C", "C", "N", "O", "C", "C", "C", "H", "H", "H", "H", "H", "H", "H", "H", "H", "H", "H", "H", "H", "H", "H", "H", "H", "H", "N", "C", "C", "C", "C", "H", "H", "H", "H", "H", "N", "C", "C", "C", "C", "H", "H", "H", "H", "H", "N", "C", "C", "C", "C", "H", "H", "H", "H", "H", "C", "N", "O", "O", "H", "H", "H", "C", "N", "O", "O", "H", "H", "H", "C", "N", "O", "O", "H", "H", "H", "C", "N", "O", "O", "H", "H", "H", "C", "N", "O", "O", "H", "H", "H", "C", "N", "O", "O", "H", "H", "H", "C", "N", "O", "O", "H", "H", "H"],
  "positions_angstrom": [[17.70500, 17.72100, 57.75700], [16.30600, 17.23000, 58.26700], [16.26500, 15.69100, 57.99300], [16.74100, 14.77600, 59.11000], [16.17300, 15.18900, 60.50800], [16.48400, 16.66700, 60.84500], [16.04700, 17.57200, 59.68300], [15.92800, 18.79600, 59.84900], [17.84100, 16.94900, 61.29100], [15.53800, 17.16000, 61.99400], [15.17900, 17.72800, 57.45900], [18.65500, 17.69100, 58.44100], [17.73900, 18.83400, 57.55100], [17.99400, 17.38000, 56.76100], [16.68600, 15.41600, 57.15400], [15.24900, 15.47400, 58.03100], [17.82800, 14.56500, 59.23600], [16.29500, 13.68400, 58.99600], [16.38600, 14.48400, 61.31900], [15.20200, 14.82000, 60.40200], [18.55400, 16.28100, 60.91000], [17.99600, 16.83200, 62.39800], [18.27800, 18.02100, 61.22200], [15.53600, 16.44100, 62.74100], [14.51900, 16.97500, 61.70600], [15.73500, 18.13900, 62.49400], [15.25800, 18.80200, 57.25700], [14.14700, 17.50200, 57.81400], [15.22400, 17.60200, 56.42100], [13.86000, 15.21500, 54.73700], [13.94400, 13.86500, 55.21500], [15.41500, 13.46600, 54.85700], [16.04200, 14.73900, 54.47400], [15.03900, 15.85300, 54.23200], [13.04500, 15.90200, 54.80000], [13.09100, 13.39100, 55.64100], [15.84100, 12.44500, 55.06300], [17.00300, 14.75800, 54.14900], [15.03400, 16.88300, 53.92500], [21.56300, 20.78600, 57.67800], [21.31300, 19.51300, 58.22300], [20.26200, 19.77400, 59.22200], [19.84400, 21.23500, 59.11700], [20.67500, 21.77300, 58.06100], [21.99600, 20.72500, 56.87000], [21.99800, 18.59300, 58.18000], [19.86000, 18.97300, 59.85000], [19.08900, 21.81700, 59.67400], [20.44200, 22.74500, 57.52800], [10.81100, 16.11200, 54.17300], [10.61800, 14.91900, 54.83800], [10.97500, 15.15400, 56.21100], [11.61100, 16.48000, 56.25600], [11.38800, 17.13100, 54.94800], [10.60800, 16.39800, 53.32500], [10.22400, 13.93700, 54.47500], [10.90600, 14.24700, 56.82200], [12.30400, 16.86700, 57.19400], [11.64100, 18.20200, 54.56800], [16.10200, 22.20900, 57.92400], [16.91400, 22.48900, 56.62800], [16.63300, 21.93000, 55.63900], [17.83800, 23.28200, 56.69000], [16.07000, 21.02300, 58.13000], [14.98700, 22.59300, 57.77300], [16.46800, 22.88000, 58.65500], [22.19600, 15.05600, 57.65500], [20.83200, 15.08600, 58.34400], [20.90000, 15.16000, 59.59100], [19.94400, 15.23900, 57.64700], [22.83600, 14.59000, 58.46800], [22.38300, 15.94100, 57.10300], [22.18800, 14.39200, 56.91700], [12.68900, 11.96500, 60.61500], [12.95800, 12.41400, 59.29900], [12.01900, 12.85700, 58.74500], [14.12100, 12.58400, 58.95900], [11.76700, 12.34100, 61.00700], [13.55700, 12.56900, 61.15700], [12.64800, 10.95100, 60.47600], [23.25200, 17.94200, 60.95400], [22.34300, 17.27300, 61.90100], [21.14600, 17.66000, 61.76800], [22.74200, 16.53800, 62.85000], [24.06000, 17.24800, 60.83000], [23.34700, 19.03400, 61.04200], [22.69400, 17.77000, 60.00100], [11.36300, 20.68700, 55.86800], [12.68300, 20.12900, 56.22800], [13.40600, 19.73600, 55.32200], [12.79100, 19.90500, 57.43600], [11.24400, 21.48400, 56.28900], [10.48800, 19.99900, 55.97300], [11.49100, 20.97000, 54.69200], [15.74100, 9.98000, 57.66500], [16.50700, 10.51700, 58.86600], [17.37700, 11.34800, 58.53900], [16.36500, 10.11200, 59.99200], [16.23500, 9.28700, 57.12600], [15.29700, 10.90500, 57.06300], [14.80500, 9.71000, 58.15100], [10.43200, 15.98600, 60.05900], [11.88400, 15.87600, 60.37900], [12.27300, 15.14000, 61.34400], [12.71100, 16.33400, 59.52600], [10.17000, 16.92900, 60.29100], [9.89200, 15.37200, 60.53500], [10.27400, 15.92800, 58.95500]],
  "lowdin_charge": [0.018, -0.405, -0.098, -0.138, -0.102, -0.401, 0.086, 0.209, -0.029, -0.012, -0.048, 0.096, 0.091, 0.098, 0.060, 0.095, 0.103, 0.125, 0.146, 0.071, 0.059, 0.130, 0.127, 0.069, 0.065, 0.118, 0.070, 0.079, 0.069, -0.048, -0.048, -0.060, -0.121, -0.059, 0.079, 0.056, 0.076, 0.027, 0.085, -0.013, -0.099, -0.095, -0.067, -0.107, 0.070, 0.107, 0.040, 0.081, 0.125, 0.006, -0.096, -0.117, -0.109, -0.114, 0.079, 0.133, 0.077, 0.115, 0.124, 0.048, -0.466, 0.082, 0.037, 0.119, 0.127, 0.053, 0.069, -0.439, 0.026, 0.121, 0.131, 0.087, 0.036, 0.039, -0.470, 0.089, 0.040, 0.092, 0.163, 0.082, 0.035, -0.376, -0.001, 0.061, 0.092, 0.123, 0.067, 0.047, -0.402, 0.052, 0.049, -0.021, 0.125, 0.169, 0.057, -0.423, 0.017, 0.076, 0.052, 0.126, 0.081, 0.095, -0.309, 0.035, 0.007, 0.074, 0.030, 0.121],
  "e_homo_ev": -9.5024,
  "lumo_energy_ev": -5.41,
  "total_charge": 1,
  "orbital_gap_ha": 0.1503
}

{
  "formula": "C28H54N2O24",
  "method": "ωB97M-V/def2-TZVPD",
  "symbols": ["C", "O", "C", "O", "O", "C", "H", "H", "H", "H", "H", "H", "C", "O", "C", "O", "O", "C", "H", "H", "H", "H", "H", "H", "C", "O", "C", "O", "O", "C", "H", "H", "H", "H", "H", "H", "C", "O", "C", "O", "O", "C", "H", "H", "H", "H", "H", "H", "C", "O", "C", "O", "O", "C", "H", "H", "H", "H", "H", "H", "C", "O", "C", "O", "O", "C", "H", "H", "H", "H", "H", "H", "C", "O", "C", "O", "O", "C", "H", "H", "H", "H", "H", "H", "C", "O", "C", "O", "O", "C", "H", "H", "H", "H", "H", "H", "C", "C", "N", "H", "H", "H", "C", "C", "N", "H", "H", "H"],
  "positions_angstrom": [[-4.43151, 17.23695, 14.75649], [-4.57120, 16.70250, 13.45970], [-5.85546, 16.47136, 13.16516], [-6.86274, 16.83999, 13.73072], [-5.83292, 15.71461, 12.09412], [-7.06565, 15.21179, 11.63488], [-5.29745, 17.98004, 14.97227], [-3.56227, 17.91136, 14.82723], [-4.36854, 16.38574, 15.48314], [-6.77711, 14.25730, 11.20213], [-7.48509, 15.88896, 10.88871], [-7.77314, 15.13738, 12.47866], [-10.21914, 22.25321, 16.99781], [-10.97285, 22.18378, 15.73568], [-10.32089, 22.21794, 14.58477], [-9.11483, 22.23435, 14.52757], [-11.15631, 22.37563, 13.51536], [-10.49335, 22.27875, 12.28712], [-10.60798, 23.15405, 17.44193], [-9.14548, 22.25183, 16.74338], [-10.30630, 21.22759, 17.44481], [-11.10467, 22.83817, 11.63161], [-10.47139, 21.30195, 11.84677], [-9.52671, 22.74218, 12.41856], [-7.45752, 18.28897, 6.40665], [-6.02846, 18.59675, 6.70739], [-5.23690, 18.17356, 5.66833], [-5.51251, 17.45197, 4.74057], [-4.00553, 18.72975, 5.91365], [-3.03447, 18.36515, 4.90139], [-7.48353, 17.20900, 6.39958], [-7.56753, 18.66277, 5.43137], [-8.05979, 18.63235, 7.24729], [-3.04405, 19.08598, 4.08722], [-3.02571, 17.34152, 4.62813], [-2.01571, 18.57011, 5.44242], [-13.05497, 25.06530, 14.68548], [-12.62526, 26.46359, 14.82080], [-11.31231, 26.51739, 14.97899], [-10.54166, 25.54357, 15.00261], [-10.95713, 27.75543, 15.27499], [-9.64900, 27.79028, 15.72104], [-14.13547, 25.18350, 14.57065], [-12.75551, 24.51363, 15.57961], [-12.69342, 24.61086, 13.74700], [-8.93496, 27.31197, 15.08417], [-9.61668, 27.13876, 16.62713], [-9.33934, 28.81355, 15.92774], [-4.35800, 19.47374, 18.40920], [-3.41031, 19.41801, 17.39807], [-3.56719, 20.25172, 16.32015], [-2.89859, 20.05361, 15.35292], [-4.53577, 21.16605, 16.44161], [-4.72390, 22.05942, 15.33956], [-4.21129, 20.35482, 18.98916], [-4.24705, 18.57888, 18.97380], [-5.35876, 19.46039, 17.99340], [-5.45137, 22.77217, 15.73558], [-5.08432, 21.53483, 14.44138], [-3.83793, 22.55154, 15.03409], [-0.59724, 19.25052, 13.18936], [-0.96763, 20.51436, 12.62027], [-2.18273, 20.59408, 12.05363], [-2.96229, 19.68213, 11.93340], [-2.36904, 21.80761, 11.52801], [-3.67350, 22.04242, 11.01691], [-0.80197, 18.46349, 12.39081], [-1.28920, 18.99527, 13.99644], [0.44968, 19.41986, 13.46958], [-4.50252, 21.83383, 11.70007], [-3.94587, 21.55080, 10.11318], [-3.62839, 23.08830, 10.78343], [-5.15418, 22.32150, 3.33642], [-6.28607, 21.56170, 3.70386], [-6.47853, 20.58595, 2.77959], [-5.78796, 20.47801, 1.77297], [-7.45993, 19.81866, 3.11016], [-7.69432, 18.65842, 2.29067], [-5.15415, 23.13005, 3.99152], [-5.30608, 22.77986, 2.28568], [-4.31427, 21.61785, 3.32269], [-7.60174, 18.99217, 1.21097], [-8.74929, 18.46055, 2.50448], [-7.04181, 17.85651, 2.59579], [-9.63680, 20.69786, 8.96395], [-8.50839, 20.69485, 9.82972], [-7.70931, 19.63904, 9.81674], [-7.89363, 18.57247, 9.28954], [-6.69077, 19.89514, 10.58279], [-5.77445, 18.78001, 10.79752], [-10.08443, 19.67707, 8.96234], [-9.30379, 20.69958, 7.89255], [-10.30068, 21.54981, 9.11082], [-6.28728, 17.97193, 11.36021], [-4.96007, 19.23315, 11.34948], [-5.55948, 18.35138, 9.83124], [-9.58835, 17.82967, 12.37055], [-10.61424, 18.45835, 13.26929], [-11.49154, 18.80821, 13.94609], [-9.87581, 17.76454, 11.36137], [-9.33437, 16.82552, 12.86557], [-8.73674, 18.52939, 12.47130], [-13.18128, 20.10502, 10.76788], [-13.14938, 20.99377, 9.61124], [-13.08259, 21.68346, 8.70222], [-13.27226, 19.11710, 10.37935], [-14.04588, 20.34256, 11.35362], [-12.32196, 20.17020, 11.43175]],
  "lowdin_charge": [-0.049, 0.016, -0.645, 0.094, -0.003, -0.033, 0.127, 0.071, 0.117, 0.102, 0.091, 0.095, 0.010, -0.026, -0.600, 0.091, -0.017, -0.063, 0.090, 0.084, 0.111, 0.084, 0.061, 0.102, 0.021, -0.019, -0.559, 0.114, -0.025, -0.044, 0.096, 0.061, 0.061, 0.084, 0.074, 0.125, -0.003, 0.018, -0.599, 0.080, 0.027, -0.081, 0.095, 0.095, 0.095, 0.086, 0.113, 0.101, -0.070, -0.001, -0.574, 0.126, -0.011, -0.010, 0.091, 0.090, 0.099, 0.105, 0.103, 0.083, -0.030, -0.012, -0.592, 0.104, 0.020, -0.044, 0.117, 0.066, 0.101, 0.095, 0.086, 0.091, -0.061, -0.003, -0.625, 0.085, -0.002, -0.006, 0.069, 0.129, 0.098, 0.119, 0.097, 0.084, -0.044, 0.003, -0.657, 0.086, 0.021, 0.038, 0.101, 0.106, 0.078, 0.080, 0.069, 0.103, -0.046, -0.254, 0.137, 0.052, 0.099, 0.082, -0.052, -0.285, 0.136, 0.075, 0.082, 0.048],
  "e_homo_ev": -10.6872,
  "lumo_energy_ev": 0.44,
  "smiles": "COC(=O)OC.COC(=O)OC.COC(=O)OC.COC(=O)OC.COC(=O)OC.COC(=O)OC.COC(=O)OC.COC(=O)OC.CC#N.CC#N",
  "total_charge": 0,
  "orbital_gap_ha": 0.4090
}

{
  "formula": "C28H54P2SiY",
  "method": "ωB97M-V/def2-TZVPD",
  "symbols": ["Y", "C", "C", "C", "C", "C", "C", "H", "H", "H", "C", "H", "H", "H", "C", "H", "H", "H", "C", "H", "H", "H", "C", "H", "H", "H", "C", "C", "C", "C", "C", "C", "C", "C", "H", "H", "H", "H", "H", "H", "H", "H", "H", "H", "H", "H", "P", "P", "C", "C", "H", "H", "H", "H", "C", "H", "H", "H", "C", "H", "H", "H", "C", "H", "H", "H", "C", "H", "H", "H", "C", "Si", "C", "C", "C", "H", "H", "H", "H", "H", "H", "H", "H", "H", "H", "H"],
  "positions_angstrom": [[0.06785, -0.37175, -0.14751], [-0.42766, -2.71788, 1.75381], [0.92400, -2.69528, 1.23702], [0.83093, -1.34366, 3.11406], [-0.45776, -1.91114, 2.92394], [1.67946, -1.78666, 2.06220], [-1.51353, -3.67139, 1.37125], [-1.40765, -4.04921, 0.34344], [-2.49767, -3.19279, 1.48704], [-1.53889, -4.56867, 2.01746], [-1.57489, -1.83156, 3.89430], [-2.36243, -2.57063, 3.68977], [-2.03853, -0.83646, 3.85953], [-1.24528, -1.98389, 4.93739], [1.25054, -0.56525, 4.30555], [0.72942, -0.88533, 5.22775], [1.02654, 0.50413, 4.15185], [2.33913, -0.63805, 4.49274], [3.16038, -1.62876, 2.04268], [3.66648, -2.34247, 2.72398], [3.43225, -0.61779, 2.38210], [3.56845, -1.79086, 1.03474], [1.51051, -3.74053, 0.34242], [2.01140, -4.55296, 0.90834], [2.29948, -3.31435, -0.29422], [0.74751, -4.23890, -0.28188], [-1.43104, 0.18210, -4.14936], [-1.65982, -1.13664, -4.01001], [-0.66568, -2.20377, -4.37443], [0.83351, -1.84303, -4.07709], [1.04579, -0.91316, -2.91933], [1.27027, 0.40486, -3.10502], [0.79064, 1.29078, -4.21928], [-0.37737, 0.72646, -5.05510], [-0.76245, -2.47018, -5.45103], [1.27434, -1.44393, -5.00664], [-0.89227, -3.13367, -3.82735], [0.03416, -0.00538, -5.78548], [-2.10756, 0.97475, -3.78374], [-2.72606, -1.43968, -3.83556], [-0.81937, 1.55133, -5.66331], [0.43530, 2.22786, -3.77220], [1.94947, 0.94088, -2.45106], [1.64005, 1.59558, -4.86300], [1.37500, -2.79173, -3.89132], [1.26949, -1.45930, -1.97501], [-2.43375, 0.44787, -0.82308], [2.24850, 1.48190, -0.01890], [-0.83431, 1.58842, -1.42539], [0.49476, 2.27258, -0.83301], [-1.42870, 2.42829, -1.80876], [-0.62081, 1.01027, -2.32956], [0.94481, 2.83457, -1.66569], [0.22392, 3.04964, -0.09662], [3.08773, 3.00567, 0.54436], [3.92470, 2.70384, 1.19989], [2.42895, 3.66871, 1.11958], [3.49642, 3.56027, -0.32187], [3.69552, 0.80900, -0.92615], [4.27627, 1.58687, -1.42708], [3.45953, 0.03363, -1.65930], [4.34944, 0.33206, -0.18548], [-3.95017, 0.52603, -1.83674], [-4.38129, -0.49205, -1.91248], [-3.80596, 0.95597, -2.85903], [-4.66891, 1.18222, -1.30988], [-1.83208, -1.30177, -1.19140], [-1.46575, -2.03903, -0.37746], [-1.18757, -1.28747, -2.09848], [-2.80511, -1.72961, -1.47346], [-2.05036, 3.74618, 2.24236], [-1.00730, 2.25560, 2.79653], [0.74401, 2.89032, 2.89799], [-1.59344, 1.70513, 4.47532], [-1.30991, 1.00676, 1.42292], [-2.16610, 4.43868, 3.09105], [-3.05741, 3.40498, 1.93454], [-1.57912, 4.28748, 1.40123], [0.92309, 3.29451, 3.90347], [1.50341, 2.12383, 2.70385], [0.90460, 3.72474, 2.20224], [-2.54842, 1.17250, 4.41507], [-0.88016, 1.06453, 5.00345], [-1.76045, 2.59440, 5.09768], [-1.97963, 0.21950, 1.81216], [-2.01544, 1.73085, 0.95175]],
  "lowdin_charge": [1.272, -0.301, -0.345, -0.226, -0.238, -0.298, -0.080, 0.065, 0.079, 0.098, -0.032, 0.079, 0.048, 0.093, -0.034, 0.088, 0.044, 0.086, -0.074, 0.098, 0.066, 0.061, -0.073, 0.095, 0.058, 0.070, -0.157, -0.154, -0.160, -0.154, -0.156, -0.159, -0.159, -0.160, 0.133, 0.117, 0.116, 0.120, 0.092, 0.134, 0.137, 0.110, 0.042, 0.139, 0.129, 0.084, 0.928, 0.877, -0.382, -0.308, 0.104, -0.024, 0.066, 0.063, -0.270, 0.071, 0.018, 0.062, -0.292, 0.052, 0.029, 0.054, -0.272, 0.055, 0.037, 0.049, -0.346, 0.042, -0.002, 0.072, -0.191, 0.393, -0.210, -0.182, -0.437, 0.033, 0.036, 0.026, 0.048, 0.000, 0.009, 0.032, 0.017, 0.038, -0.013, -0.077],
  "e_homo_ev": -9.3127,
  "lumo_energy_ev": -3.10,
  "total_charge": 1,
  "orbital_gap_ha": 0.2282
}